{
  "formula": "As5F30Hg",
  "method": "ωB97M-V/def2-TZVPD",
  "de_lowest_kcal_mol": 8.98,
  "homo_ev": -5.378,
  "energy_ha": -14329.009036,
  "e_lumo_ev": 6.110,
  "charge": -3,
  "molar_mass_g_mol": 1145.140,
  "species": ["Hg", "As", "F", "F", "F", "F", "F", "F", "As", "F", "F", "F", "F", "F", "F", "As", "F", "F", "F", "F", "F", "F", "As", "F", "F", "F", "F", "F", "F", "As", "F", "F", "F", "F", "F", "F"],
  "xyz": [[26.31, -24.49, 18.79], [23.76, -23.59, 21.06], [24.83, -22.61, 22.04], [25.12, -24.76, 20.77], [22.74, -24.52, 20.00], [22.45, -22.46, 21.27], [24.40, -22.75, 19.65], [23.27, -24.49, 22.46], [25.11, -26.19, 16.00], [25.78, -26.29, 14.41], [25.61, -27.79, 16.37], [24.43, -25.97, 17.62], [24.54, -24.56, 15.65], [23.55, -26.81, 15.50], [26.65, -25.56, 16.70], [29.15, -22.95, 20.23], [29.08, -24.26, 21.40], [27.33, -23.04, 20.23], [29.13, -21.65, 19.11], [30.89, -23.00, 20.16], [29.01, -24.18, 18.93], [29.00, -21.77, 21.51], [27.19, -28.06, 20.35], [28.83, -27.62, 19.92], [27.78, -29.41, 21.31], [25.54, -28.44, 20.79], [26.59, -26.64, 19.42], [27.04, -29.06, 18.93], [27.25, -27.02, 21.76], [26.93, -21.69, 15.92], [27.03, -20.25, 16.96], [28.60, -22.00, 16.23], [26.86, -23.12, 14.88], [25.23, -21.42, 15.67], [27.37, -20.67, 14.56], [26.46, -22.72, 17.33]],
  "mulliken_charge": [2.475, 2.064, -0.486, -0.760, -0.466, -0.513, -0.529, -0.498, 2.096, -0.500, -0.489, -0.574, -0.460, -0.530, -0.645, 2.107, -0.479, -0.708, -0.456, -0.512, -0.566, -0.509, 2.082, -0.475, -0.544, -0.479, -0.631, -0.484, -0.469, 2.090, -0.504, -0.456, -0.468, -0.480, -0.539, -0.706]
}

{
  "formula": "AsH8NP",
  "method": "ωB97M-V/def2-TZVPD",
  "homo_ev": -2.863,
  "energy_ha": -2636.489068,
  "e_lumo_ev": 4.497,
  "charge": -1,
  "molar_mass_g_mol": 127.967,
  "species": ["N", "P", "As", "H", "H", "H", "H", "H", "H", "H", "H"],
  "xyz": [[-1.41, -0.80, -1.77], [-1.18, -0.28, -0.28], [1.07, 0.49, 0.44], [-1.67, -1.78, -1.81], [-1.58, -1.20, 0.73], [-2.10, 0.76, 0.07], [1.61, -0.30, -0.83], [0.82, 1.80, -0.46], [0.33, 1.22, 1.67], [1.18, -0.86, 1.35], [2.50, 0.98, 0.91]],
  "mulliken_charge": [-0.683, 0.033, -0.996, 0.166, 0.015, 0.035, 0.110, 0.080, 0.068, 0.067, 0.104]
}

{
  "formula": "B2CdH24O12P",
  "method": "ωB97M-V/def2-TZVPD",
  "de_lowest_kcal_mol": 167.16,
  "homo_ev": 1.681,
  "energy_ha": -1475.676288,
  "e_lumo_ev": 5.276,
  "charge": -3,
  "molar_mass_g_mol": 381.190,
  "species": ["Cd", "P", "O", "O", "O", "O", "B", "H", "H", "H", "H", "B", "H", "H", "H", "H", "O", "H", "H", "O", "H", "H", "O", "H", "H", "O", "H", "H", "O", "H", "H", "O", "H", "H", "O", "H", "H", "O", "H", "H"],
  "xyz": [[-1.10, 1.25, 2.19], [2.47, 0.57, 3.25], [3.58, 0.01, 2.39], [3.40, 1.09, 4.38], [1.16, -0.15, 3.61], [1.94, 1.67, 2.28], [2.87, 4.43, -1.37], [1.86, 4.31, -1.02], [3.21, 3.60, -1.96], [2.92, 5.30, -2.01], [3.59, 4.54, -0.57], [-1.26, -0.57, -0.41], [-0.88, -1.10, 0.45], [-2.31, -0.39, -0.26], [-0.82, 0.41, -0.55], [-1.15, -1.19, -1.29], [-2.14, 3.75, 0.56], [-1.60, 4.48, 0.84], [-2.93, 4.16, 0.21], [3.13, -3.69, 1.10], [3.10, -2.81, 1.47], [2.25, -3.83, 0.75], [-0.05, -4.13, 3.58], [-0.30, -4.20, 2.66], [0.06, -3.19, 3.73], [-3.55, 1.13, -4.05], [-3.01, 1.05, -3.27], [-4.45, 1.05, -3.74], [-3.77, 0.12, 3.28], [-3.93, -0.66, 3.83], [-4.58, 0.21, 2.77], [-0.02, -0.86, -5.00], [-0.34, -1.01, -5.89], [-0.81, -0.93, -4.45], [-0.98, -4.49, -0.21], [-1.58, -4.84, -0.87], [-0.90, -3.56, -0.42], [2.56, -0.22, -1.91], [1.65, -0.29, -1.64], [2.72, -1.00, -2.43]],
  "mulliken_charge": [0.421, 0.792, -0.483, -0.670, -0.626, -0.453, -0.094, -0.292, -0.190, -0.170, -0.203, 0.517, -0.414, -0.302, -0.333, -0.443, -0.557, 0.306, 0.253, -0.668, 0.366, 0.295, -0.691, 0.314, 0.358, -0.667, 0.372, 0.292, -0.492, 0.277, 0.285, -0.606, 0.283, 0.315, -0.651, 0.244, 0.364, -0.617, 0.312, 0.258]
}

{
  "formula": "B2F8Tl",
  "method": "ωB97M-V/def2-TZVPD",
  "s2": 0.755,
  "de_lowest_kcal_mol": 0.16,
  "homo_ev": [-13.148, -11.937],
  "energy_ha": -1021.369397,
  "e_lumo_ev": [-1.400, -8.558],
  "molar_mass_g_mol": 377.991,
  "spin_multiplicity": 2,
  "species": ["Tl", "B", "F", "F", "F", "F", "B", "F", "F", "F", "F"],
  "xyz": [[7.69, -10.42, -14.78], [4.76, -11.68, -13.48], [5.17, -10.39, -13.52], [3.40, -11.63, -13.04], [5.02, -12.33, -14.63], [5.57, -12.28, -12.60], [5.63, -9.21, -17.23], [4.37, -9.56, -17.53], [6.16, -8.22, -17.95], [5.59, -8.91, -15.86], [6.39, -10.37, -17.29]],
  "mulliken_spin": [0.064, -0.033, 0.239, 0.325, 0.020, 0.068, -0.012, 0.148, 0.024, 0.156, 0.001]
}

{
  "formula": "B2H16NiO4",
  "method": "ωB97M-V/def2-TZVPD",
  "s2": 2.003,
  "homo_ev": [-9.024, -8.979],
  "energy_ha": -1868.393221,
  "e_lumo_ev": [-0.099, -0.345],
  "molar_mass_g_mol": 160.441,
  "spin_multiplicity": 3,
  "species": ["Ni", "B", "H", "H", "H", "H", "B", "H", "H", "H", "H", "O", "H", "H", "O", "H", "H", "O", "H", "H", "O", "H", "H"],
  "xyz": [[0.13, 0.08, -0.14], [1.31, 2.02, 0.15], [1.87, 3.01, 0.08], [0.81, 1.83, 1.16], [0.51, 2.04, -0.67], [2.01, 1.13, -0.04], [-1.58, -2.01, 0.10], [-2.09, -2.97, -0.24], [-0.45, -2.27, 0.08], [-1.63, -1.09, -0.60], [-1.89, -1.74, 1.17], [-0.52, 0.45, -2.04], [-0.84, 1.30, -2.36], [-0.30, -0.06, -2.84], [0.50, -0.57, 1.82], [0.83, -0.12, 2.61], [0.52, -1.51, 2.02], [-1.50, 1.13, 0.77], [-1.69, 1.18, 1.71], [-2.07, 1.79, 0.36], [1.69, -1.02, -0.99], [1.93, -1.89, -0.64], [2.47, -0.71, -1.46]],
  "mulliken_spin": [1.827, -0.023, 0.018, 0.005, 0.022, 0.018, -0.006, 0.008, 0.009, 0.019, 0.001, 0.025, -0.001, 0.001, 0.023, 0.002, 0.000, 0.028, 0.000, -0.002, 0.023, -0.001, 0.002]
}

{
  "formula": "B2H28NiO10",
  "method": "ωB97M-V/def2-TZVPD",
  "s2": 2.004,
  "de_lowest_kcal_mol": 0.00,
  "homo_ev": [-9.820, -9.770],
  "energy_ha": -2327.062325,
  "e_lumo_ev": [-0.344, -0.693],
  "molar_mass_g_mol": 268.531,
  "spin_multiplicity": 3,
  "species": ["Ni", "B", "H", "H", "H", "H", "B", "H", "H", "H", "H", "O", "H", "H", "O", "H", "H", "O", "H", "H", "O", "H", "H", "O", "H", "H", "O", "H", "H", "O", "H", "H", "O", "H", "H", "O", "H", "H", "O", "H", "H"],
  "xyz": [[-0.10, -1.67, 1.25], [-2.04, -2.46, 1.90], [-3.17, -2.62, 1.77], [-1.84, -1.35, 1.71], [-1.75, -2.77, 2.98], [-1.46, -3.22, 1.23], [-0.17, 0.19, 0.04], [0.78, -0.41, -0.15], [-1.09, -0.50, -0.10], [-0.22, 0.63, 1.10], [-0.31, 1.02, -0.74], [-2.19, 1.76, 1.83], [-1.86, 1.74, 2.72], [-1.49, 1.32, 1.27], [1.35, 3.01, -0.96], [0.45, 2.73, -0.77], [1.56, 2.60, -1.80], [-1.00, 2.12, -3.12], [-1.68, 2.30, -2.44], [-1.19, 2.73, -3.84], [2.92, 0.86, 0.46], [3.10, 1.23, 1.33], [2.33, 1.52, 0.04], [0.11, -0.56, 3.13], [0.60, -1.07, 3.79], [-0.19, 0.22, 3.59], [0.31, -0.63, -3.12], [0.13, -0.04, -3.86], [0.01, -0.14, -2.34], [2.08, -1.62, 1.19], [2.91, -1.98, 1.52], [2.31, -0.73, 0.80], [0.51, -2.96, -0.40], [1.43, -3.20, -0.58], [-0.01, -3.46, -1.04], [-2.81, 2.59, -0.98], [-3.05, 3.52, -0.96], [-2.98, 2.26, -0.08], [2.83, -1.28, -2.18], [1.89, -1.24, -2.47], [2.99, -0.45, -1.73]],
  "mulliken_spin": [1.810, 0.041, 0.003, 0.047, 0.008, 0.001, -0.056, 0.021, 0.028, 0.007, 0.022, 0.000, 0.000, 0.005, 0.000, 0.001, 0.000, 0.000, 0.000, 0.000, 0.000, 0.000, 0.000, 0.019, 0.000, 0.000, 0.000, 0.000, 0.001, 0.018, 0.004, 0.000, 0.020, 0.000, 0.000, 0.000, 0.000, 0.000, 0.000, 0.000, 0.000]
}